Molecular formula: C29H30AsN4S4Tc
Method: DFT, ωB97M-V/def2-TZVPD

Each line ends with the Mulliken charge.
Cartesian coordinates (Å):
Tc -0.08559 -0.59389 -0.12733  -0.67
S -5.13877 -1.89082 2.27976  -0.21
As -5.86355 -0.68526 0.84189  0.35
S -3.08366 -2.30206 -0.39334  0.06
S -1.83330 -1.55862 1.07474  -0.20
S -4.35384 -0.76917 -0.85939  -0.16
C 0.21806 -4.91163 -1.39291  -1.25
C -0.12683 -3.74392 -0.71299  -0.35
N 0.45054 -2.57044 -0.95593  0.63
C 1.45654 -2.53272 -1.87863  0.47
C 1.86243 -3.65189 -2.60409  0.75
C 1.19940 -4.86682 -2.34826  -0.60
C 2.93459 -3.52685 -3.55201  -0.96
C 3.57153 -2.35177 -3.72820  -0.87
C 3.19406 -1.19286 -2.96911  1.04
C 3.83679 0.05469 -3.07886  -0.86
C 3.41670 1.10153 -2.30010  -0.99
C 2.35118 0.91240 -1.41447  -0.46
N 1.72464 -0.24737 -1.29883  0.70
C 2.13946 -1.28943 -2.06103  -0.36
H -0.29555 -5.83151 -1.15347  0.47
H -0.88309 -3.75449 0.06043  0.78
H 1.48079 -5.75766 -2.89603  0.47
H 3.22646 -4.40212 -4.11778  0.44
H 4.38271 -2.26501 -4.43938  0.46
H 4.65893 0.17573 -3.77337  0.47
H 3.89293 2.07016 -2.35500  0.50
H 2.00282 1.71857 -0.78169  0.40
C -1.98315 -0.56947 4.37624  -0.60
N -1.71335 0.88351 4.13428  0.09
C -2.98137 1.66868 4.18716  -0.78
C -0.97144 1.17424 2.84522  -1.24
C 0.38464 0.51273 2.79062  1.32
C 1.21528 0.64191 3.90324  -0.68
C 2.45251 0.02278 3.96940  -1.02
C 2.89438 -0.71721 2.88691  -0.94
C 2.11368 -0.78493 1.74073  -0.59
C 0.85029 -0.18864 1.66280  1.51
H -2.40277 -0.67383 5.37377  0.43
H -1.05191 -1.12179 4.29623  0.35
H -2.68876 -0.91930 3.62754  0.07
H -1.11859 1.20284 4.89664  0.42
H -3.61311 1.34107 3.36457  0.32
H -2.75362 2.72680 4.08678  0.35
H -3.47731 1.48005 5.13554  0.37
H -0.88999 2.26082 2.80606  0.46
H -1.61731 0.84321 2.03531  0.60
H 0.90820 1.24845 4.75184  0.32
H 3.06802 0.12951 4.85219  0.43
H 3.85698 -1.21078 2.91602  0.47
H 2.51117 -1.32411 0.88810  0.37
C -0.01250 3.58224 0.30883  -1.43
C -0.68828 3.27603 -0.99885  0.80
C -1.04176 4.30522 -1.86003  -0.89
C -1.60838 4.03587 -3.09523  -0.75
C -1.81074 2.72511 -3.51307  -0.98
C -1.47494 1.66406 -2.69282  0.74
C -1.63521 0.23839 -3.12868  -0.93
C -0.94622 1.96458 -1.42354  0.69
N -0.63936 0.90385 -0.58655  0.11
H -0.64096 4.22805 0.92559  0.51
H 0.91665 4.12856 0.13419  0.42
H 0.23459 2.68171 0.86846  -0.19
H -0.85887 5.33036 -1.56110  0.50
H -1.87780 4.85386 -3.75044  0.43
H -2.22884 2.52773 -4.49162  0.47
H -2.05140 0.18139 -4.13192  0.50
H -2.29637 -0.31040 -2.45471  -0.11
H -0.66845 -0.27987 -3.14032  0.04

Forces on atoms 1 to 3 (eV/Å):
Tc 0.1 -0.1 -0.1
S 0.0 -0.1 0.1
As 0.0 0.1 -0.1

- Relative energy (zero: lowest compared OMol25 entry of this formula, charge and spin): 0.0000 eV
- E_HOMO: -13.02 eV
- Largest force on an atom: 0.18 eV/A
- DFT total energy: -142887.526 eV
- E_LUMO: -6.40 eV
- Frontier orbital gap: 6.62 eV
- Charge: +2

=====

Molecular formula: C3H10N2O
Method: DFT, ωB97M-V/def2-TZVPD

Each line ends with the Mulliken charge.
Cartesian coordinates (Å):
C -1.14830 0.03533 0.13336  -0.08
C 1.12984 0.85412 0.14653  -0.29
C 1.96582 -0.38964 0.13720  -0.94
N -0.15288 0.85653 0.57041  -0.02
N -0.95597 -1.36618 0.16136  -0.37
O -2.41318 0.54097 0.51746  -0.56
H -2.98980 0.50300 -0.25281  0.31
H -0.52196 1.76545 0.82257  0.22
H -0.59759 0.38923 -1.63259  -0.06
H -1.38430 -1.82426 -0.63163  0.26
H -1.29230 -1.77468 1.03168  0.20
H 1.66006 1.74325 0.46761  0.28
H 0.11264 0.79004 -1.88254  0.15
H 2.38022 -0.63068 1.12189  0.26
H 1.38956 -1.25321 -0.18216  0.33
H 2.81815 -0.23926 -0.52834  0.32

Forces on atoms 1 to 3 (eV/Å):
C -0.3 0.1 0.4
C 0.3 0.1 1.2
C 0.0 -0.1 -0.5

- Relative energy (zero: lowest compared OMol25 entry of this formula, charge and spin): 4.2341 eV
- E_HOMO: -6.75 eV
- Largest force on an atom: 1.45 eV/A
- DFT total energy: -8297.270 eV
- E_LUMO: 0.82 eV
- Frontier orbital gap: 7.56 eV

=====

Molecular formula: C7H6Cl2F5O7RhS2Te
Method: DFT, ωB97M-V/def2-TZVPD

Each line ends with the Löwdin spin population.
Cartesian coordinates (Å):
Rh 5.14255 10.71514 8.53785  2.86
O 3.80892 6.61434 8.57806  0.03
S 4.78864 7.63445 8.36884  0.01
O 3.95467 8.91777 8.33741  0.23
O 5.96510 7.65975 9.15870  0.00
C 5.35636 7.61796 6.60027  0.00
C 4.72116 6.54262 5.90755  0.00
C 5.15728 6.28012 4.62035  0.00
C 6.02611 7.12454 3.97095  0.00
C 6.56486 8.26831 4.60404  0.00
C 6.24876 8.54035 5.92667  0.00
S 6.78578 10.06441 6.64589  0.00
O 5.54345 10.98713 6.46322  0.19
O 7.95560 10.49589 5.97366  0.02
O 6.96318 9.80576 8.14438  0.14
H 3.98306 5.93858 6.40553  0.00
H 4.79745 5.39191 4.06754  0.00
H 6.23929 6.95641 2.87760  0.00
H 7.27512 8.86284 4.07795  0.00
Cl 5.76378 13.05733 8.49079  0.10
C 4.38759 13.19481 9.60906  0.00
Cl 3.21631 12.05842 8.72429  0.12
H 3.86015 14.21826 9.56252  0.00
H 4.52746 12.79774 10.62770  0.00
F 4.25479 10.07095 12.96725  0.01
Te 5.93780 10.37930 12.16213  0.01
F 6.50937 10.66931 13.86820  0.00
F 6.59505 8.59866 12.32938  0.01
F 5.50920 12.27339 12.29849  0.00
F 7.57283 10.91204 11.22074  0.00
O 4.86689 10.24754 10.57323  0.24

Forces on atoms 1 to 3 (eV/Å):
Rh -1.9 -3.3 2.3
O 0.4 -0.7 -0.2
S -0.9 0.1 -1.6

- Relative energy (zero: lowest compared OMol25 entry of this formula, charge and spin): 0.0000 eV
- Spin multiplicity: 5
- E_HOMO (alpha / beta): -10.06 / -10.01 eV
- Largest force on an atom: 4.43 eV/A
- DFT total energy: -92286.692 eV
- E_LUMO (alpha / beta): -2.07 / -4.09 eV
- Frontier orbital gap (alpha / beta): 7.99 / 5.92 eV

=====

Molecular formula: C3H3N3O2
Method: DFT, ωB97M-V/def2-TZVPD

Each line ends with the Mulliken charge.
Cartesian coordinates (Å):
C -1.21595 -0.11409 0.05627  0.44
C 1.60799 0.69795 -0.30861  0.04
C -0.27692 -1.22818 0.39275  0.09
H -1.39252 2.03744 0.38286  0.32
H 2.33332 1.38364 -0.65395  0.44
H -0.84915 -1.95715 1.04370  0.33
N -0.74329 1.21612 0.02409  -0.15
N 1.80538 -0.56060 -0.42928  -0.35
N 0.92401 -1.47090 0.18422  -0.29
O -2.34972 -0.30977 -0.49671  -0.57
O 0.51409 1.32348 0.48817  -0.31

Forces on atoms 1 to 3 (eV/Å):
C -3.9 1.9 -4.1
C -2.4 -1.4 1.3
C -2.6 -0.5 1.9

- Relative energy (zero: lowest compared OMol25 entry of this formula, charge and spin): 5.9567 eV
- E_HOMO: -9.95 eV
- Largest force on an atom: 6.00 eV/A
- DFT total energy: -11720.000 eV
- E_LUMO: -0.65 eV
- Frontier orbital gap: 9.30 eV

=====

Molecular formula: C4H13NO2
Method: DFT, ωB97M-V/def2-TZVPD

Each line ends with the Mulliken charge.
Cartesian coordinates (Å):
C -1.37846 -0.20132 1.54380  -0.84
O -1.22899 0.82471 2.43901  -0.48
C -0.40047 0.17224 0.35482  -0.09
C 0.09504 -1.19549 -0.43125  -0.25
C 0.33387 -1.12898 -1.87118  -1.21
N 0.80180 0.79826 1.02690  -0.65
H -0.80923 -1.07347 2.06291  0.39
H -2.39912 -0.37254 1.17338  0.34
H -1.90986 1.49205 2.39537  0.31
H -0.92906 0.86713 -0.28713  0.49
H 1.02997 -1.64162 0.07706  0.20
H -0.68129 -1.93536 0.02481  0.28
H -0.53512 -0.77094 -2.47540  0.29
H 0.57029 -2.21721 -2.26859  0.30
H 1.23574 -0.59595 -2.14711  0.41
H 1.03940 0.07748 1.80835  0.30
H 0.59820 1.75536 1.31955  0.26
H 1.58176 1.42211 -0.84218  0.37
H 1.06245 2.04979 -2.09631  0.31
O 1.92308 1.67376 -1.80678  -0.70

Forces on atoms 1 to 3 (eV/Å):
C 2.6 -1.2 -1.3
O -0.9 1.2 2.0
C 1.6 -2.0 0.8

- Relative energy (zero: lowest compared OMol25 entry of this formula, charge and spin): 2.0844 eV
- E_HOMO: -9.35 eV
- Largest force on an atom: 4.84 eV/A
- DFT total energy: -9942.112 eV
- E_LUMO: 0.57 eV
- Frontier orbital gap: 9.92 eV

=====

Molecular formula: C39H32ClFeN2O2S
Method: DFT, ωB97M-V/def2-TZVPD

Each line ends with the Löwdin spin population.
Cartesian coordinates (Å):
Fe -0.17890 -0.29094 0.77523  3.70
Cl -3.28456 1.67991 7.17543  0.00
C -2.49983 0.95515 5.79529  0.00
C -1.47222 0.01904 5.99443  0.00
C -0.86398 -0.57720 4.92474  0.00
C -1.22353 -0.26751 3.57966  0.01
O -0.69913 -0.92858 2.61500  0.07
C -2.25367 0.70719 3.40993  0.00
C -2.71785 1.08320 2.10961  0.00
N -2.12137 0.75476 1.01983  0.03
C -2.68773 1.03613 -0.23490  0.00
C -3.55292 2.05562 -0.53174  0.00
C -4.09152 2.18996 -1.83017  0.00
C -3.77776 1.30202 -2.81801  0.00
C -2.87290 0.24579 -2.55180  0.00
C -2.50390 -0.72959 -3.50711  0.00
C -1.62207 -1.71360 -3.16715  0.00
C -1.06186 -1.70539 -1.87365  0.01
N -1.38016 -0.81458 -0.96885  0.03
C -2.30277 0.13723 -1.27226  0.00
C -2.88438 1.28586 4.52861  0.00
H -1.18411 -0.24376 7.00460  0.00
H -0.09367 -1.32364 5.06744  0.00
H -3.66474 1.63225 2.07266  0.00
H -3.82927 2.77213 0.23147  0.00
H -4.77262 3.00553 -2.03514  0.00
H -4.20957 1.39417 -3.80653  0.00
H -2.93238 -0.68633 -4.50137  0.00
H -1.32700 -2.47715 -3.87285  0.00
H -0.31274 -2.43392 -1.58574  0.00
H -3.68973 1.99598 4.37631  0.00
C 1.80147 -0.86320 0.84351  0.02
C 2.93241 -1.22643 1.12113  0.04
C 4.25761 -1.66634 1.45284  0.00
C 5.30262 -0.74262 1.57611  0.00
C 6.58142 -1.15954 1.90756  0.00
C 6.84368 -2.50582 2.12323  0.00
C 5.81362 -3.42941 2.01257  0.00
C 4.53190 -3.01650 1.68555  0.00
H 5.08979 0.30601 1.41490  0.00
H 7.37767 -0.43137 2.00149  0.00
H 7.84304 -2.83214 2.38052  0.00
H 6.00941 -4.48022 2.18524  0.00
H 3.72682 -3.73476 1.60421  0.00
C 1.72443 -0.54674 -2.79819  0.51
C 2.66425 0.47392 -2.95637  0.05
C 3.93369 0.39310 -2.33690  0.12
C 4.85330 1.41078 -2.46993  -0.01
C 4.55123 2.54558 -3.22256  0.14
C 3.31020 2.64284 -3.85102  -0.01
C 2.38147 1.63046 -3.72447  0.11
H 1.92467 -1.37386 -2.13115  0.03
H 0.74724 -0.46346 -3.25273  0.03
H 4.16273 -0.48194 -1.74412  0.00
H 5.81922 1.32505 -1.98649  0.00
H 5.27781 3.34053 -3.32776  0.01
H 3.07490 3.51785 -4.44511  0.00
H 1.41553 1.70952 -4.21053  0.00
C 1.40949 3.98686 5.65481  0.00
C 1.38907 3.49060 4.23769  0.00
C 0.37467 3.86682 3.35721  0.00
C 0.38732 3.45777 2.03523  0.00
C 1.44516 2.68458 1.57483  0.00
C 2.44047 2.26157 2.44369  0.00
C 2.40331 2.66317 3.76820  0.00
S 1.59626 2.19554 -0.13059  0.01
C 1.37550 3.79113 -0.90904  0.00
O 0.30722 1.46135 -0.49702  0.05
H 0.44713 4.39855 5.94846  0.00
H 2.16572 4.76599 5.77469  0.00
H 1.65497 3.17861 6.34394  0.00
H -0.43157 4.49525 3.71618  0.00
H -0.40692 3.76278 1.36416  0.00
H 3.23530 1.62095 2.08113  0.00
H 3.18613 2.34106 4.44443  0.00
H 0.39919 4.19471 -0.64842  0.00
H 1.44635 3.61633 -1.98043  0.00
H 2.17763 4.45242 -0.58364  0.00

Forces on atoms 1 to 3 (eV/Å):
Fe 0.0 -0.1 0.4
Cl 0.0 0.0 0.0
C 0.0 0.1 0.0

- Relative energy (zero: lowest compared OMol25 entry of this formula, charge and spin): 0.1704 eV
- Spin multiplicity: 6
- E_HOMO (alpha / beta): -7.12 / -7.42 eV
- Largest force on an atom: 0.53 eV/A
- DFT total energy: -105780.843 eV
- E_LUMO (alpha / beta): -0.47 / -0.50 eV
- Frontier orbital gap (alpha / beta): 6.65 / 6.92 eV